(1)
A structure of composition C42H52BIrN8O6 at a distorted geometry, computed with the ωB97M-V functional and the def2-TZVPD basis.

XYZ file:
```
110
Properties=species:S:1:pos:R:3:forces:R:3:mulliken_charge:R:1
Ir -1.433205 0.412130 -1.141713 0.512 -0.572 0.470 1.499
O 3.405797 2.360380 4.054628 0.100 -0.874 -0.999 -0.528
C 3.632396 1.003195 3.551782 -1.166 1.776 0.760 -0.852
C 2.526678 0.666231 2.611152 -0.614 -0.142 -0.476 0.115
C 2.467214 -0.697724 2.099845 0.534 0.943 -0.482 -1.598
C 1.428867 -1.044791 1.294247 -0.155 1.068 0.316 -0.477
N 0.332783 -0.213928 1.053499 0.267 -1.528 0.024 0.427
C 0.378081 1.065292 1.563201 0.192 0.631 -0.038 0.599
C 1.522441 1.542404 2.259763 0.303 -1.169 0.517 -0.450
C -0.696675 1.979090 1.346333 0.500 -0.250 0.129 0.695
C -0.858739 3.056953 2.241959 -1.869 0.594 -0.026 -0.757
C -1.967839 3.896532 2.118197 1.116 -1.515 -1.867 0.311
C -2.265826 4.936824 3.078261 0.241 0.967 2.516 -0.977
O -1.224335 5.897242 3.289084 -0.117 -0.347 0.113 -0.517
C -2.787776 3.726604 0.955892 0.568 0.878 1.771 -1.166
C -2.557326 2.718559 0.125837 1.343 -1.406 -1.318 -0.921
N -1.530022 1.801035 0.307550 -1.478 1.781 -0.483 0.643
H 4.014798 2.529684 4.767019 0.343 0.010 0.311 0.301
H 3.535044 0.352540 4.397911 0.047 -0.727 0.527 0.393
H 4.617054 0.874599 3.147288 0.633 0.093 -0.489 0.348
H 3.394241 -1.296892 2.170581 -0.917 0.031 0.017 0.299
H 1.440454 -1.972668 0.779779 -0.323 -0.718 -0.295 0.591
H 1.519858 2.580911 2.574913 0.341 -0.348 -0.018 0.742
H -0.205833 3.076160 3.097246 -0.159 0.370 0.168 0.896
H -2.356775 4.465860 4.062015 -0.052 -0.035 0.032 0.317
H -3.209100 5.448852 2.951564 -0.375 0.064 -0.623 0.403
H -1.030489 6.289449 2.443494 0.213 0.314 -0.495 0.320
H -3.535999 4.432879 0.685698 -0.572 0.468 0.131 0.445
H -3.065862 2.698374 -0.838603 0.058 -0.529 0.388 0.375
O -4.199100 0.129497 -3.685882 0.041 0.294 0.016 -0.628
C -3.769652 1.220288 -3.348886 1.007 0.545 0.809 -0.157
O -2.809955 1.524612 -2.521210 0.096 -0.660 0.263 -0.441
H -4.127543 2.198055 -3.701593 -0.754 -0.160 -0.688 0.357
N -2.422956 -1.819051 -5.731780 -1.311 -0.206 0.919 -0.945
N -2.290631 -1.780593 -4.340676 0.602 0.356 -0.605 0.850
N -2.858559 -2.606401 -3.503691 -0.388 -0.689 -0.588 -0.918
C -2.481445 -2.108532 -2.353613 -1.410 -1.783 1.273 -0.538
N -1.725420 -1.048692 -2.475027 0.197 0.431 -2.015 1.092
N -1.613509 -0.842370 -3.773660 0.833 0.828 0.127 -0.343
H -3.092520 -1.075306 -5.985724 0.782 -0.447 0.032 0.287
H -1.514533 -1.782003 -6.157858 0.153 0.383 -0.076 0.273
H -2.809972 -2.529761 -1.414629 0.198 0.112 -0.056 0.758
C -2.441522 -4.019860 6.121498 0.023 -1.832 -1.503 -1.544
C -3.684824 -3.759881 5.239457 0.478 -0.658 0.054 1.857
C -4.551753 -5.036585 5.240070 -0.447 1.275 0.312 -1.645
C -4.475188 -2.628965 5.901837 -0.725 0.621 -1.266 -1.904
C -3.121808 -3.472606 3.840387 0.064 0.943 -0.513 0.475
C -2.411430 -4.427301 3.125771 -0.596 -1.858 1.762 -0.169
C -1.755974 -4.157638 1.959613 0.707 -0.228 -1.491 -2.072
C -1.817099 -2.877231 1.477914 1.670 0.300 -0.661 0.146
O -1.053253 -2.324121 0.456704 0.284 -0.694 -0.403 -0.148
B -1.089458 -0.904539 0.602192 -0.489 1.196 0.556 -0.008
O -2.118053 -0.643370 1.654491 0.214 -0.417 -0.143 -0.317
C -2.399436 -1.874547 2.187415 -0.046 1.100 -0.889 0.584
C -3.097578 -2.177633 3.300885 -1.194 0.091 2.071 -0.984
H -2.711803 -4.415249 7.086514 -0.105 -0.077 0.465 0.435
H -1.827117 -3.163466 6.214298 0.562 1.036 0.188 0.399
H -1.831071 -4.789653 5.564954 -0.441 0.646 0.926 0.384
H -4.870170 -5.186796 6.263386 0.000 -0.318 0.403 0.477
H -4.057133 -5.933701 4.895179 -0.007 -0.074 -0.332 0.269
H -5.474401 -4.778840 4.711691 0.139 -0.546 -0.381 0.412
H -4.788503 -2.945720 6.895531 0.156 0.130 0.099 0.429
H -5.417718 -2.318085 5.346642 1.089 -0.502 0.453 0.363
H -3.828379 -1.743507 5.944382 -0.277 -0.091 0.358 0.403
H -2.328830 -5.434647 3.591825 -0.016 0.686 -0.672 0.281
H -1.141939 -4.880309 1.416941 -0.291 0.016 0.314 0.482
H -3.574544 -1.398634 3.866790 -0.101 0.401 0.001 0.441
C 0.767716 -4.466001 -2.279054 -1.384 -0.547 -1.979 -1.541
C 1.452597 -3.207289 -2.697736 -0.911 -0.488 0.265 0.590
C 2.496094 -3.270833 -3.571524 1.939 -0.537 -0.624 -0.813
C 3.250356 -2.112551 -3.851322 0.358 -2.052 -0.917 0.998
C 4.529254 -2.188294 -4.627066 0.035 0.883 -0.945 -1.763
C 2.814581 -0.920373 -3.446678 -0.602 1.822 0.506 -1.012
C 1.637134 -0.749363 -2.656221 -0.464 -1.171 0.411 -0.849
C 1.005888 -1.991869 -2.241412 -0.056 1.273 0.023 0.845
N 1.100489 0.396770 -2.245599 -0.458 0.162 0.300 0.932
C 1.824638 1.669262 -2.303884 -0.027 0.226 -1.238 0.960
C 3.146204 1.559824 -1.591214 1.040 0.668 1.143 -0.375
C 3.923590 2.914860 -1.546153 -2.332 -0.924 -0.367 0.136
C 3.033332 3.899074 -0.766966 0.603 1.060 -1.349 -1.391
C 1.694638 4.093325 -1.544702 -0.976 -0.600 1.116 0.637
C 1.816810 4.562914 -3.002679 0.241 0.024 0.444 -1.469
C 2.776656 3.594125 -3.674399 -1.058 -1.079 -2.151 0.410
C 4.113137 3.419149 -2.982794 -0.469 0.169 0.851 -1.324
C 2.030471 2.203637 -3.742240 0.273 -0.027 0.020 -1.346
C 0.996800 2.701893 -1.586264 0.953 0.795 0.615 -1.366
H 1.464781 -5.302466 -2.214518 -0.204 0.001 0.003 0.450
H -0.096242 -4.725347 -3.014746 1.569 0.246 0.970 0.263
H 0.260934 -4.307948 -1.367638 -0.417 0.012 1.317 0.060
H 2.858790 -4.248008 -3.966703 -0.405 0.796 0.357 0.355
H 4.782260 -1.153987 -4.919416 0.143 -0.440 0.008 0.351
H 4.473233 -2.765144 -5.560514 -0.159 -0.032 0.343 0.372
H 5.360782 -2.559088 -4.048828 0.196 -0.280 0.318 0.351
H 3.362133 -0.064981 -3.787921 0.115 0.175 0.120 -0.154
H 0.146587 -1.958536 -1.568759 0.552 0.055 -0.149 0.545
H 3.830264 0.923269 -2.114959 0.130 -0.941 0.025 0.774
H 2.954995 1.214504 -0.542797 0.321 -0.030 -0.761 -0.349
H 4.843777 2.725289 -1.044563 0.867 0.060 0.376 0.573
H 3.562573 4.858250 -0.795375 -0.046 0.153 0.389 0.570
H 2.930481 3.588853 0.281207 -0.346 0.041 -0.309 0.240
H 1.030168 4.810911 -0.993733 0.532 -0.638 -0.285 0.377
H 2.215182 5.572672 -3.049577 0.022 0.290 0.009 0.480
H 0.797360 4.563332 -3.486601 1.058 -0.046 0.413 0.441
H 3.022421 3.911707 -4.732426 -0.533 -0.233 0.934 0.279
H 4.541806 4.393898 -2.866406 0.673 0.722 -0.325 0.573
H 4.745018 2.806528 -3.628260 0.186 -0.140 0.317 0.434
H 2.603803 1.481105 -4.316134 0.136 0.186 -0.209 0.387
H 1.033300 2.238747 -4.210353 0.329 0.367 0.001 0.484
H 0.052896 2.828620 -2.053890 -1.152 -0.174 -0.383 0.798
H 0.907228 2.286966 -0.599759 -0.484 0.217 0.696 -1.081
```
Positions in Å, forces in eV/Å.

Its multiplicity is 5. The calculation puts the LUMO energy (spin up / spin down) at 0.419 / -1.535 eV. As for the HOMO-LUMO gap (spin up / spin down): 5.821 / 6.061 eV.


(2)
A structure of composition C42H52CdO5P2 at a distorted geometry, computed with the ωB97M-V functional and the def2-TZVPD basis.

XYZ file:
```
102
Properties=species:S:1:pos:R:3:forces:R:3:mulliken_charge:R:1
Cd 0.456240 -0.070492 -0.499631 -0.018 -0.368 -0.198 3.016
C -1.728833 3.831242 1.389183 -0.002 -0.129 -0.023 -2.015
C -1.584555 2.374600 1.747566 0.027 -0.079 -0.002 1.606
C -2.540150 1.464235 1.292764 0.033 -0.052 0.087 1.597
C -3.524279 1.861100 0.224734 0.083 -0.056 0.097 -2.753
C -2.612471 0.184290 1.848706 0.015 0.088 0.082 1.391
C -3.697651 -0.739592 1.368219 0.093 0.047 0.086 -2.279
C -1.695733 -0.199354 2.833199 -0.070 0.133 0.009 1.125
C -1.880321 -1.473063 3.614733 0.052 0.069 -0.058 -2.267
C -0.609552 0.634208 3.114291 -0.159 0.022 -0.044 0.932
C 0.500058 0.179230 4.021662 -0.150 0.011 -0.104 -2.217
C -0.551236 1.921353 2.571971 -0.156 -0.038 -0.071 0.838
C 0.617960 2.802797 2.910433 -0.099 -0.078 0.004 -1.956
H -1.312878 4.049808 0.403116 -0.078 0.093 0.020 0.166
H -1.236953 4.465206 2.122245 0.041 0.071 0.009 0.496
H -2.781847 4.104311 1.378280 -0.052 0.069 -0.014 0.500
H -4.491640 2.122051 0.657947 -0.127 0.041 -0.050 0.383
H -3.671845 1.034034 -0.465287 -0.058 -0.011 -0.101 0.474
H -3.168705 2.710311 -0.350004 0.003 0.085 -0.068 0.416
H -4.634444 -0.203999 1.235031 -0.108 -0.038 -0.065 0.561
H -3.874094 -1.557071 2.057640 -0.063 -0.052 -0.025 0.283
H -3.404830 -1.173084 0.408868 -0.068 -0.012 -0.131 0.081
H -1.291711 -2.288216 3.193278 0.005 -0.129 0.109 0.453
H -2.920143 -1.783021 3.623986 0.007 -0.096 0.025 0.424
H -1.586718 -1.327493 4.650985 0.024 -0.061 0.077 0.500
H 0.597772 0.841370 4.880800 0.150 0.020 0.111 0.451
H 1.441307 0.186137 3.471655 0.172 0.089 0.087 0.141
H 0.343850 -0.831004 4.379066 0.032 -0.081 0.082 0.484
H 0.543060 3.184515 3.929961 0.098 0.087 0.081 0.499
H 0.695501 3.642820 2.228532 0.024 0.138 -0.018 -0.035
H 1.541296 2.234785 2.827301 0.160 0.013 0.036 0.365
C -1.981640 -6.284990 2.967192 0.024 -0.066 0.069 -0.571
C -0.656549 -6.166476 2.587629 0.036 -0.173 0.165 -0.716
C -0.254115 -5.136672 1.756226 -0.076 0.165 -0.184 -0.299
C -1.185217 -4.210595 1.299296 0.080 0.301 0.080 -0.096
C -2.521053 -4.349766 1.669915 0.102 -0.010 -0.107 -0.157
C -2.919475 -5.380499 2.495129 -0.105 -0.031 0.017 -0.794
P -0.767006 -2.663317 0.400099 0.035 -0.815 -0.199 1.523
C 1.035396 -2.877402 0.235434 -0.038 0.022 -0.329 -1.857
C 1.695893 -3.154780 -0.912573 -0.563 -0.171 0.698 -0.335
C 3.130982 -3.299896 -0.939696 0.521 0.112 0.232 -0.590
C 3.901303 -2.940188 0.090248 -0.074 0.175 0.070 -1.144
C 3.299269 -2.275260 1.279410 0.091 -1.294 0.368 -0.245
C 1.771190 -2.405801 1.451948 0.241 -0.187 0.377 0.743
C -1.274783 -3.093521 -1.296283 -0.148 -0.206 0.255 -0.124
C -1.508585 -4.398216 -1.664046 0.118 0.294 0.204 -0.070
C -1.913216 -4.708127 -2.967601 -0.098 -0.018 -0.327 -1.025
C -2.135084 -3.704591 -3.869581 -0.032 -0.216 0.068 -0.740
C -1.950648 -2.351012 -3.511389 0.178 0.120 0.251 1.552
C -2.217054 -1.311219 -4.426321 -0.074 0.194 -0.033 -1.208
C -2.046219 -0.012337 -4.047441 -0.105 -0.067 -0.262 -0.810
C -1.529539 0.296403 -2.776832 -0.003 -0.075 0.327 0.258
C -1.192046 -0.667568 -1.851299 0.084 0.707 -0.071 -1.468
C -1.466077 -2.019895 -2.210021 -0.062 -0.193 -0.202 0.238
H -2.282927 -7.077410 3.634222 -0.040 -0.113 0.066 0.382
H 0.072663 -6.873242 2.954477 0.071 -0.106 0.015 0.412
H 0.779186 -5.062805 1.444820 0.070 0.024 0.010 0.349
H -3.237331 -3.635935 1.287081 -0.141 0.064 0.080 0.505
H -3.953706 -5.467442 2.790520 -0.136 -0.045 0.002 0.431
H 1.146111 -3.453958 -1.791862 -0.089 0.143 -0.076 0.533
H 3.575943 -3.745006 -1.819069 0.040 0.028 -0.056 0.482
H 4.971656 -3.068634 0.072235 0.130 -0.043 -0.039 0.435
H 3.884170 -2.429019 2.191566 -0.058 0.132 -0.150 0.527
H 1.373295 -2.815267 2.382264 0.022 0.048 0.027 0.746
H -1.381470 -5.196249 -0.943959 0.032 -0.004 -0.018 0.516
H -2.052143 -5.744685 -3.245802 -0.049 -0.004 -0.052 0.411
H -2.464400 -3.940677 -4.874352 -0.021 0.039 -0.033 0.387
H -2.570161 -1.560808 -5.416845 -0.047 -0.024 -0.098 0.372
H -2.276289 0.789924 -4.737356 -0.023 0.026 -0.056 0.451
H -1.387432 1.341368 -2.533331 0.052 0.065 -0.011 0.470
C 2.110832 -0.651357 -3.113388 -0.004 0.205 -0.399 -0.794
O 2.041559 -0.901874 -1.768561 0.022 0.208 0.864 -0.565
H 3.085372 -0.984051 -3.515965 -0.101 0.036 -0.123 0.181
H 2.017705 0.425338 -3.343794 0.008 -0.062 -0.183 -0.091
H 1.314279 -1.174086 -3.676916 0.064 0.074 -0.121 0.200
O 3.085998 -0.857360 1.075357 -0.199 1.141 0.162 -0.208
C 1.784038 -0.900583 1.267661 0.348 -0.079 -1.078 -1.278
C 2.499680 6.145266 0.852530 -0.284 -0.218 -0.314 -1.384
C 1.304044 5.679480 0.028426 -0.046 0.449 0.380 0.112
O 1.608965 4.573147 -0.794692 -0.055 -0.822 -0.155 -0.180
P 0.955328 3.039884 -0.697426 0.381 1.126 -0.654 0.047
O 2.220821 2.142976 -0.297277 -0.462 -0.064 0.224 -0.157
C 3.467741 2.139950 -1.002120 0.773 -0.201 -0.246 -0.217
C 4.398752 3.244208 -0.528638 -0.313 -0.090 -0.052 -1.302
O 0.977136 2.757754 -2.312198 0.281 -0.371 0.475 -0.103
C 0.097619 3.475741 -3.161491 -0.151 0.335 -0.360 -0.148
C 0.799348 4.641951 -3.843264 -0.048 -0.231 0.229 -1.406
H 2.191166 7.001265 1.448683 0.048 0.083 0.101 0.461
H 3.315286 6.447650 0.201461 0.113 0.031 -0.044 0.370
H 2.854371 5.358068 1.512030 0.022 -0.088 0.106 0.202
H 0.995653 6.499729 -0.632461 -0.076 -0.144 0.079 0.352
H 0.470362 5.454277 0.697630 -0.069 -0.044 -0.055 -0.079
H 3.284884 2.228288 -2.073854 -0.053 -0.124 0.075 0.297
H 3.896971 1.157525 -0.799178 -0.114 0.032 -0.093 0.214
H 4.092874 4.202065 -0.938237 0.041 0.099 0.036 0.190
H 5.410790 3.023496 -0.856492 0.135 -0.022 -0.037 0.441
H 4.386264 3.306707 0.556837 0.071 -0.005 0.127 0.237
H -0.755438 3.850053 -2.582657 -0.093 -0.060 -0.030 0.302
H -0.270472 2.764249 -3.907247 -0.026 0.074 0.155 0.229
H 1.252462 5.279455 -3.090038 0.029 0.123 -0.013 0.177
H 0.076754 5.215949 -4.417702 -0.066 0.075 -0.104 0.438
H 1.579509 4.288396 -4.512299 0.069 -0.061 -0.056 0.323
```
Positions in Å, forces in eV/Å.

Its multiplicity is 1. The calculation puts the LUMO energy at -0.069 eV. As for the HOMO-LUMO gap: 7.173 eV.